This record from the Open Molecules 2025 dataset describes C60H40N3O3OsP2S3 as an isolated structure. The level of theory is wB97M-V/def2-TZVPD.

Calculated values
Orbital gap (spin up / spin down) (eV): 7.0 / 6.1
2S+1: 5
Total charge: +1
Maximum force (eV Å⁻¹): 1.67
Highest occupied orbital energy (spin up / spin down) (hartree): -0.368 / -0.391

Each line ends with the Löwdin charge.
Element x y z (Å)
Os 0.43713 1.23918 -0.52964  0.95
O -0.05581 -0.78115 0.44422  -0.69
S 0.03984 -2.01044 -0.42118  0.94
C -1.60611 -2.68660 -0.26775  -0.28
C -1.88123 -3.77625 0.51683  -0.04
C -3.13120 -4.41633 0.51157  0.01
C -4.07874 -3.94549 -0.34851  -0.14
C -5.46264 -4.45176 -0.65140  -0.09
C -6.01265 -3.48277 -1.72365  -0.09
C -4.93408 -2.45001 -1.89321  -0.14
C -4.89084 -1.31629 -2.65198  0.02
C -3.74917 -0.51396 -2.56173  -0.09
C -2.61791 -0.80528 -1.80498  -0.23
P -1.52514 0.71384 -1.89227  0.99
C -1.19872 0.90350 -3.68203  -0.40
C -0.67419 2.12222 -4.11515  -0.15
C -0.34108 2.31852 -5.44523  -0.06
C -0.51307 1.28782 -6.35810  -0.06
C -1.03701 0.07514 -5.93840  -0.06
C -1.38284 -0.11963 -4.60967  -0.10
C -2.78078 1.99034 -1.48649  -0.35
C -3.06540 3.08319 -2.30286  -0.07
C -3.99374 4.03144 -1.89636  -0.06
C -4.64578 3.90136 -0.68068  -0.06
C -4.39381 2.79526 0.11922  -0.05
C -3.47169 1.84494 -0.28213  -0.10
C -2.60344 -2.04617 -1.07074  -0.11
C -3.81607 -2.78018 -1.10646  -0.07
C 1.16381 -3.01779 0.53117  -0.30
C 1.18854 -4.36636 0.25498  -0.08
C 1.90237 -5.28703 1.03473  0.00
C 2.56427 -4.80270 2.12721  -0.14
C 3.33822 -5.52859 3.19315  -0.09
C 3.86346 -4.41531 4.12983  -0.09
C 3.37886 -3.13333 3.50876  -0.14
C 3.60123 -1.83373 3.85262  0.01
C 3.11537 -0.83508 2.99415  -0.07
C 2.34529 -1.06949 1.86724  -0.22
P 2.34596 0.41084 0.74973  1.02
C 4.02210 0.13236 0.05255  -0.32
C 5.14381 0.81651 0.51846  -0.08
C 6.39888 0.52654 0.00473  -0.06
C 6.55263 -0.46512 -0.95092  -0.06
C 5.45253 -1.19983 -1.36677  -0.06
C 4.19613 -0.90635 -0.86196  -0.12
C 2.44457 1.89139 1.81091  -0.39
C 3.07660 3.04879 1.35083  -0.13
C 3.01686 4.21672 2.09397  -0.05
C 2.30157 4.25138 3.28155  -0.05
C 1.64324 3.11492 3.72885  -0.06
C 1.71010 1.94106 2.99887  -0.11
C 1.98959 -2.43155 1.54565  -0.10
C 2.60624 -3.41067 2.36272  -0.07
H -1.10764 -4.16698 1.16169  0.11
H -3.30636 -5.27038 1.15233  0.12
H -6.08022 -4.44993 0.24782  0.13
H -5.42840 -5.48109 -1.01002  0.13
H -6.95784 -3.03020 -1.42361  0.13
H -6.18892 -3.98958 -2.67402  0.13
H -5.71878 -1.00924 -3.27743  0.13
H -3.77162 0.41427 -3.11699  0.11
H -0.52358 2.92438 -3.40621  0.08
H 0.06577 3.26981 -5.76455  0.12
H -0.23797 1.42998 -7.39480  0.11
H -1.17303 -0.73023 -6.64809  0.11
H -1.77075 -1.07889 -4.29569  0.11
H -2.59200 3.19618 -3.26494  0.09
H -4.20877 4.87532 -2.53887  0.11
H -5.35670 4.65389 -0.36599  0.11
H -4.92348 2.66817 1.05492  0.11
H -3.30880 0.96586 0.32959  0.10
H 0.60321 -4.73517 -0.57962  0.12
H 1.88740 -6.34099 0.79082  0.13
H 4.15685 -6.09672 2.74885  0.13
H 2.69953 -6.24081 3.71639  0.13
H 4.95247 -4.41595 4.18966  0.13
H 3.48747 -4.52581 5.14748  0.13
H 4.18516 -1.56185 4.72221  0.13
H 3.40850 0.17960 3.22035  0.10
H 5.04384 1.56234 1.29329  0.10
H 7.25906 1.08026 0.35760  0.11
H 7.53235 -0.68203 -1.35597  0.11
H 5.56944 -2.00424 -2.08112  0.11
H 3.35213 -1.50582 -1.16911  0.05
H 3.60513 3.04665 0.40819  0.08
H 3.52987 5.10150 1.74148  0.12
H 2.24725 5.16929 3.85216  0.11
H 1.06832 3.14498 4.64559  0.12
H 1.19589 1.05322 3.34871  0.12
S 1.84701 2.64729 -1.81259  0.73
C 2.56999 1.85664 -3.14341  -0.68
C 3.38753 2.69576 -3.95516  -0.27
N 4.01771 3.40969 -4.60012  0.20
C 2.36892 0.53156 -3.47564  -0.69
S 1.40661 -0.54762 -2.58101  0.72
C 2.96728 -0.01966 -4.64697  -0.27
N 3.42163 -0.48914 -5.59369  0.20
O -0.04951 3.52109 0.63515  0.00
C -0.75185 2.85696 1.39649  -0.48
N -0.90944 1.52433 1.18839  -0.03
C -1.77286 0.98282 2.13304  -0.44
O -2.17675 -0.15404 2.19267  0.10
C -2.16808 2.11938 3.03820  -0.09
C -3.01429 2.14021 4.12375  0.01
C -3.20357 3.36683 4.76093  -0.05
C -2.55996 4.51587 4.31797  -0.06
C -1.70900 4.48586 3.21477  0.01
C -1.53552 3.27248 2.58407  -0.10
H -3.50688 1.24017 4.46695  0.12
H -3.86640 3.42530 5.61456  0.11
H -2.73129 5.45168 4.83381  0.11
H -1.20208 5.37469 2.86148  0.13